The following is a quantum chemistry calculation of a structure of composition C14H25N4O2Os, from the OMol25 dataset.

Output
2S+1: 5
Molecular weight (g/mol): 471.61
Highest occupied orbital energy (alpha / beta) (eV): -16.064 / -19.028
Orbital gap (alpha / beta) (eV): 6.330 / 6.151
Charge: +3
Electronic energy (eV): -27415.417
Strongest force on any atom (eV/A): 5.010

Structure (XYZ):
```
46
Properties=species:S:1:pos:R:3:forces:R:3
Os 7.752930 7.721259 11.516210 -1.02 -3.41 -0.42
N 8.223704 9.596978 12.138312 0.44 1.66 0.52
C 8.086843 9.851631 13.662757 -0.59 0.30 -0.84
C 7.235944 8.770323 14.310085 -2.22 0.13 -1.99
N 7.340195 7.398857 13.638070 0.65 0.01 1.01
C 6.055856 6.596851 13.755741 -1.01 0.83 -0.52
C 6.058014 5.422667 12.790822 1.06 -0.31 -0.27
N 6.859282 5.756785 11.542053 0.55 -0.08 -1.46
C 8.468757 6.698468 14.379805 1.05 0.26 1.65
C 9.456895 5.930786 13.551927 -0.60 -0.19 -0.42
N 9.444219 6.573623 12.177650 2.07 0.44 0.67
H 9.100322 10.004507 11.795944 0.30 -0.32 0.42
H 7.574516 10.215753 11.660169 -0.65 0.10 0.07
H 7.604523 10.862214 13.770074 0.56 -1.05 0.17
H 9.058905 9.865546 14.103622 0.82 0.19 0.02
H 6.184392 9.027741 14.122349 0.20 0.15 0.43
H 7.416686 8.710927 15.356726 0.06 -0.14 0.83
H 5.214734 7.272109 13.442553 0.89 -0.37 0.43
H 5.804436 6.188925 14.758927 0.57 0.67 -0.33
H 5.013322 5.301198 12.499925 0.26 -0.78 0.09
H 6.564519 4.533767 13.237407 -0.94 0.46 -0.38
H 6.374100 5.608819 10.638191 -0.58 0.37 0.76
H 7.638645 5.120665 11.360450 -0.12 -0.29 0.77
H 8.138906 6.009593 15.185149 -0.53 0.59 -0.48
H 9.086796 7.446802 14.948099 -0.93 -0.23 -0.69
H 9.239974 4.851975 13.560094 -0.08 0.36 -0.75
H 10.432304 6.021489 14.024947 0.17 -0.01 -0.25
H 9.954194 5.943859 11.555785 -0.32 0.08 -0.43
H 10.101566 7.359785 12.275412 0.23 -0.41 -0.07
C 4.060582 7.483921 9.967833 -0.17 0.59 -0.23
C 5.467286 7.894587 9.811574 -0.16 -0.25 -0.32
O 6.016413 8.382815 10.940896 1.15 0.91 1.03
C 6.166642 8.154683 8.609766 -0.02 0.39 -1.20
C 5.533174 8.432883 7.367631 -1.99 -2.06 4.11
C 6.143341 9.032270 6.320775 2.35 0.92 -2.10
C 7.483267 9.472501 6.439897 0.95 0.35 0.51
C 8.222475 8.996696 7.543473 -0.39 0.62 -1.22
C 7.613457 8.265320 8.615394 -1.11 0.30 -0.69
O 8.352856 7.701844 9.544099 -0.44 0.44 1.51
H 3.443218 8.279763 9.503598 -0.12 -0.40 0.33
H 3.839680 7.468256 11.053087 -0.20 -0.32 -0.75
H 3.870621 6.560717 9.417816 -0.33 -0.09 0.33
H 4.459685 8.199819 7.326988 0.47 0.19 -0.20
H 5.617139 9.077233 5.378473 -0.03 0.43 -0.13
H 7.926214 10.183404 5.692865 -0.33 -1.16 0.72
H 9.289329 9.152756 7.635456 0.08 0.12 -0.24
```
Forces are in eV/Å.

***

The following is a quantum chemistry calculation of the molecule ClFS, from the OMol25 dataset.

Output
Molecular weight (g/mol): 86.52
Highest occupied orbital energy (eV): -10.553
Orbital gap (eV): 7.354
ΔE to the lowest compared entry with this formula, charge and spin (eV): 1.200
Charge: 0
Electronic energy (eV): -26072.701
Strongest force on any atom (eV/A): 3.375

Structure (XYZ):
```
3
Properties=species:S:1:pos:R:3:forces:R:3
F 1.022341 0.362986 1.183883 -0.83 -0.02 -1.36
S 0.403879 0.675535 -0.292478 -1.59 -2.10 0.35
Cl -1.426221 -1.038521 -0.891405 2.42 2.12 1.01
```
Forces are in eV/Å.

***

The following is a quantum chemistry calculation of a cluster of 2 separate species, C24H21F6O3S2 in total, from the OMol25 dataset.

Output
Molecular weight (g/mol): 535.55
Highest occupied orbital energy (eV): -3.299
Orbital gap (eV): 5.946
ΔE to the lowest compared entry with this formula, charge and spin (eV): 0.000
Charge: -1
Electronic energy (eV): -69347.412
Strongest force on any atom (eV/A): 1.815

Structure (XYZ):
```
56
Properties=species:S:1:pos:R:3:forces:R:3
C -0.316814 2.316169 2.745637 0.06 0.19 -0.09
C -0.264559 1.381882 3.940022 -0.40 -0.46 -0.09
C -0.173108 2.130976 5.262693 0.11 0.20 0.30
C -1.446876 0.403396 3.944766 -0.36 0.44 -0.04
C -1.219446 -0.958576 3.853089 0.02 -0.47 -0.10
C -2.280215 -1.862959 3.808895 0.04 0.22 0.15
C -3.589356 -1.408482 3.886746 0.00 0.15 0.17
C -3.833083 -0.038246 4.011173 0.14 0.11 0.03
C -2.771753 0.866214 4.042000 0.16 -0.15 -0.06
O 0.922680 0.571100 3.966777 0.61 0.10 -0.09
S 1.960745 0.336745 2.675677 -0.10 0.07 0.24
C 2.904485 -0.763570 3.755359 -0.38 -0.30 0.61
F 4.104818 -1.131429 3.235539 -1.12 0.36 0.40
F 3.105580 -0.163852 4.965903 0.35 -0.89 -0.96
F 2.167174 -1.902142 3.995221 1.11 0.79 0.00
H -1.289152 2.822216 2.724999 0.23 -0.07 -0.04
H 0.471957 3.073630 2.817941 -0.11 -0.09 -0.04
H -0.200072 1.785015 1.793834 -0.09 0.02 0.10
H -1.054508 2.762139 5.431249 0.17 -0.14 -0.06
H -0.075334 1.417094 6.092696 -0.14 0.16 -0.25
H 0.730511 2.755198 5.258925 -0.26 -0.04 -0.03
H -0.201052 -1.341625 3.814767 -0.35 0.15 -0.06
H -2.049497 -2.919839 3.723459 -0.18 0.09 -0.04
H -4.422566 -2.106171 3.869892 0.17 0.11 -0.08
H -4.859029 0.330363 4.080378 0.30 -0.12 -0.03
H -2.973291 1.938828 4.143828 0.06 -0.40 -0.09
F -5.023662 -1.959728 1.231779 0.29 -0.62 -0.28
C -4.065965 -2.735072 0.641295 0.55 0.79 -0.10
F -3.658563 -3.641502 1.591745 -0.50 0.19 -0.62
F -4.697388 -3.445633 -0.340488 0.02 -0.13 0.61
C -2.928940 -1.921094 0.092905 -0.94 -0.24 0.38
C -1.817236 -2.581170 -0.428265 0.49 0.39 -0.15
C -0.780116 -1.850160 -0.975820 -0.10 -0.03 0.06
C -0.815289 -0.419025 -1.053994 -0.16 0.16 0.09
C 0.284812 0.263961 -1.605202 0.23 0.28 -0.40
S 0.416531 1.956844 -1.856035 0.98 -1.48 -0.39
C 1.898362 2.082466 -2.886708 0.32 -0.52 -0.15
C 3.148216 2.201560 -2.273773 -0.04 0.17 -0.26
C 4.292739 2.376207 -3.056795 -0.22 -0.02 -0.11
C 4.191446 2.402610 -4.452130 -0.24 -0.16 0.15
C 2.948121 2.197751 -5.064489 -0.02 0.03 0.34
C 1.801543 2.025668 -4.281330 0.21 0.19 0.12
O -0.638167 2.499927 -2.684248 -0.54 0.49 0.29
O 0.800790 2.642803 -0.636681 -0.47 0.64 0.33
C -1.996354 0.216107 -0.542469 -0.03 -0.14 0.02
C -3.025453 -0.528561 0.018142 0.50 0.06 -0.19
H -1.769765 -3.667333 -0.395544 0.05 0.13 0.01
H 0.108225 -2.352545 -1.364821 -0.28 0.05 0.10
H 1.137444 -0.266775 -2.020024 -0.17 0.03 0.16
H 3.220411 2.184798 -1.187652 -0.12 0.07 -0.24
H 5.256700 2.498616 -2.559968 -0.21 -0.03 -0.23
H 5.080083 2.561795 -5.061952 -0.18 -0.06 0.13
H 2.856787 2.176607 -6.151730 0.10 0.03 0.29
H 0.831671 1.868218 -4.752012 0.18 0.10 0.21
H -2.093399 1.303404 -0.610391 0.06 -0.36 0.04
H -3.915433 -0.033240 0.401078 0.21 -0.05 -0.06
```
Forces are in eV/Å.

***

> Number 2 is which compound?

ClFS